DFT (the ωB97M-V functional and the def2-TZVPD basis) results for a molecular structure, C26H49BMoN9.

XYZ file:
```
86
Properties=species:S:1:pos:R:3:lowdin_charge:R:1
Mo -0.07 0.12 0.49 1.540
C -4.88 1.61 1.94 -0.059
C -3.53 0.89 1.82 -0.354
C -3.52 0.05 0.54 -0.069
C -2.41 1.88 1.90 -0.226
C -2.45 3.13 2.52 0.010
C -1.21 3.70 2.29 -0.031
N -0.47 2.83 1.60 -0.021
N -1.19 1.70 1.35 -0.059
B 0.86 3.07 0.88 -0.527
N 0.64 2.86 -0.65 -0.043
C 0.90 3.82 -1.57 -0.057
C 0.23 3.50 -2.72 0.000
C -0.45 2.31 -2.45 -0.259
N -0.16 1.90 -1.20 0.015
C -1.50 1.76 -3.39 -0.347
C -2.50 0.85 -2.69 -0.065
C -0.96 1.14 -4.68 -0.055
N 1.94 2.12 1.41 -0.035
C 3.12 2.48 1.90 -0.043
C 3.89 1.35 2.04 -0.001
C 3.10 0.30 1.57 -0.241
N 1.90 0.78 1.19 -0.020
C 3.64 -1.12 1.56 -0.349
C 3.77 -1.62 3.00 -0.048
C 2.89 -2.11 0.68 -0.072
H -5.69 0.91 1.75 0.086
H -5.03 2.02 2.94 0.082
H -4.96 2.42 1.21 0.093
H -3.45 0.22 2.67 0.109
H -3.79 0.67 -0.32 0.063
H -2.54 -0.40 0.35 0.023
H -4.24 -0.76 0.61 0.093
H -3.28 3.57 3.04 0.111
H -0.82 4.67 2.55 0.134
H 1.21 4.20 1.08 0.126
H 1.50 4.67 -1.31 0.130
H 0.18 4.08 -3.63 0.118
H -2.05 2.66 -3.69 0.141
H -1.97 0.06 -2.15 0.029
H -3.10 1.41 -1.97 0.067
H -3.17 0.39 -3.41 0.095
H -0.69 0.10 -4.54 0.048
H -1.73 1.18 -5.45 0.088
H -0.08 1.68 -5.04 0.085
H 3.34 3.51 2.11 0.131
H 4.90 1.28 2.40 0.119
H 4.65 -1.03 1.15 0.142
H 2.80 -1.60 3.50 0.058
H 4.15 -2.64 3.02 0.088
H 4.45 -0.99 3.58 0.080
H 1.89 -2.28 1.06 0.035
H 2.80 -1.73 -0.33 0.028
H 3.43 -3.06 0.66 0.096
N 2.19 0.12 -1.77 0.014
C 2.02 -0.23 -3.18 -0.265
C 2.33 -1.69 -3.46 -0.188
C 1.44 -2.71 -2.75 -0.188
C -0.06 -2.46 -2.86 -0.239
N -0.60 -1.92 -1.59 -0.012
H 2.06 1.12 -1.66 0.043
H 3.14 -0.06 -1.48 0.077
H 2.64 0.39 -3.84 0.121
H 0.98 -0.02 -3.42 0.065
H 3.38 -1.90 -3.21 0.114
H 2.24 -1.83 -4.54 0.118
H 1.70 -2.74 -1.69 0.075
H 1.68 -3.70 -3.15 0.114
H -0.56 -3.40 -3.12 0.114
H -0.28 -1.75 -3.65 0.088
H -0.44 -2.60 -0.86 0.030
H -1.61 -1.85 -1.68 0.059
C -0.91 -3.64 1.55 -0.044
C -0.77 -2.35 2.36 -0.666
C 0.26 -2.55 3.48 -0.041
C -2.11 -1.99 3.00 -0.043
N -0.37 -1.27 1.47 -0.180
H -1.21 -4.46 2.21 0.097
H 0.04 -3.92 1.09 0.079
H -1.67 -3.54 0.77 0.079
H -0.16 -3.23 4.22 0.093
H 0.47 -1.59 3.97 0.090
H 1.19 -2.98 3.12 0.064
H -2.34 -2.72 3.78 0.096
H -2.91 -2.01 2.27 0.073
H -2.05 -1.01 3.46 0.082
```

Output
energy relative to the best compared isomer or geometry (same formula, charge and spin) = 13.1 kcal per mole
orbital gap (alpha / beta) = 7.71 / 7.71 eV
total charge = +1
highest occupied orbital energy (alpha / beta) = -10.389 / -10.390 eV
energy = -43697.429 eV
multiplicity = 1

***

DFT (the ωB97M-V functional and the def2-TZVPD basis) results for a molecular structure, C26H49Br3O17S3.

XYZ file:
```
98
Properties=species:S:1:pos:R:3:lowdin_charge:R:1
O -5.19 0.97 21.41 0.119
C -4.74 0.23 20.58 -0.355
O -5.25 -1.04 20.36 -0.049
C -4.35 -1.78 19.49 -0.070
C -3.68 -0.67 18.68 -0.145
C -3.57 0.52 19.68 -0.198
H -4.87 -2.56 18.93 0.113
H -3.60 -2.34 20.04 0.136
H -4.22 -0.43 17.76 -0.055
H -2.65 -0.91 18.41 0.141
H -3.63 1.50 19.21 0.017
H -2.61 0.47 20.19 0.117
O -2.05 1.07 19.31 0.051
C -1.87 1.61 18.22 -0.309
O -1.09 1.04 17.25 0.051
C -1.10 1.72 16.03 -0.303
C -1.81 3.04 16.21 -0.178
C -2.19 3.03 17.72 -0.042
H -1.71 1.10 15.37 -0.088
H -0.13 1.80 15.53 0.132
H -2.71 3.05 15.60 0.023
H -1.21 3.92 15.97 0.115
H -3.27 3.12 17.81 0.053
H -1.74 3.84 18.30 0.139
O -6.67 3.66 15.36 -0.003
C -7.40 2.98 14.65 -0.515
O -7.47 2.99 13.27 0.010
C -8.53 2.20 12.73 -0.129
C -8.89 1.22 13.91 -0.168
C -8.50 1.95 15.11 -0.255
H -8.19 1.64 11.85 0.110
H -9.37 2.80 12.38 0.128
H -8.19 0.40 13.75 0.024
H -9.91 0.84 13.97 0.143
H -8.16 1.20 15.83 -0.025
H -9.37 2.42 15.57 0.149
O -7.79 -1.40 14.43 0.024
C -6.80 -0.96 13.83 -0.546
O -5.59 -1.41 14.10 -0.225
C -4.61 -0.71 13.29 -0.249
C -5.39 -0.16 12.13 -0.076
C -6.80 0.09 12.77 -0.120
H -3.82 -1.40 12.99 0.142
H -4.16 0.17 13.73 -0.160
H -5.42 -0.92 11.35 0.118
H -4.91 0.75 11.78 0.125
H -7.57 -0.21 12.06 0.149
H -6.93 1.03 13.29 0.063
O -4.47 -5.13 15.90 -0.280
S -4.66 -3.76 15.36 0.704
O -3.59 -2.81 15.55 -0.519
O -5.03 -3.75 13.81 -0.236
C -5.93 -4.77 13.40 -0.282
C -7.07 -4.19 12.63 -0.045
C -6.24 -2.96 16.12 -0.296
H -6.34 -5.40 14.18 0.120
H -5.37 -5.48 12.80 0.131
H -6.59 -3.88 11.70 0.085
H -7.51 -3.33 13.13 0.070
H -7.76 -4.98 12.34 0.094
H -6.54 -2.19 15.41 0.002
H -5.85 -2.53 17.05 -0.056
H -6.94 -3.71 16.49 0.099
O -4.17 1.76 18.02 -0.464
S -4.98 2.70 18.82 0.881
O -4.35 3.67 19.73 -0.248
O -5.99 3.49 17.76 -0.275
C -6.67 4.55 18.34 -0.268
C -7.68 5.07 17.24 -0.051
C -6.33 1.82 19.76 -0.207
H -6.00 5.36 18.62 0.121
H -7.28 4.28 19.20 0.112
H -8.24 4.26 16.76 0.058
H -7.17 5.69 16.51 0.073
H -8.33 5.84 17.65 0.073
H -5.75 1.24 20.48 -0.142
H -6.77 1.25 18.95 0.033
H -6.97 2.47 20.36 0.108
O -7.31 1.73 21.91 -0.265
S -7.97 0.59 21.22 0.788
O -9.43 0.55 21.17 -0.276
O -7.37 0.57 19.70 -0.394
C -7.94 -0.28 18.75 -0.151
C -7.02 -0.30 17.53 -0.209
C -7.17 -0.92 21.71 -0.085
H -8.97 0.08 18.67 0.133
H -8.00 -1.32 19.10 0.123
H -7.35 -0.98 16.75 0.080
H -6.03 -0.53 17.94 0.058
H -7.01 0.64 16.97 -0.257
H -6.14 -0.84 21.37 -0.010
H -7.53 -1.76 21.11 0.082
H -7.08 -1.15 22.78 0.099
C -4.73 0.45 16.28 -0.759
Br -4.66 -1.56 16.27 1.148
Br -6.58 1.06 15.76 1.322
Br -3.42 1.08 14.94 1.153
H -4.57 0.82 17.30 -0.108
```

Output
energy relative to the best compared isomer or geometry (same formula, charge and spin) = 1177.7 kcal per mole
orbital gap = 7.04 eV
highest occupied orbital energy = -6.881 eV
energy = -305141.472 eV
multiplicity = 1

***

DFT (the ωB97M-V functional and the def2-TZVPD basis) results for a molecular structure, C26H49N4O6S2.

XYZ file:
```
87
Properties=species:S:1:pos:R:3:lowdin_charge:R:1
C 0.72 -2.38 3.81 -0.107
C 0.58 -1.63 5.13 -0.275
C 1.20 -0.23 5.05 -0.224
C 0.23 0.85 4.52 -0.214
C 0.79 1.55 3.28 -0.219
C -0.08 2.72 2.79 -0.189
C -0.46 2.64 1.29 -0.198
C -0.37 4.02 0.63 -0.191
C 1.08 4.55 0.44 -0.192
C 2.16 3.47 0.40 -0.216
C 3.53 4.05 0.01 -0.206
C 4.41 3.03 -0.73 -0.208
C 4.64 1.68 -0.02 -0.196
C 4.36 0.50 -0.97 -0.210
C 2.91 -0.01 -1.04 -0.186
C 2.35 0.04 -2.48 -0.203
C 0.87 0.34 -2.54 -0.243
C 0.01 -0.85 -2.08 -0.233
S -1.64 -0.55 -2.72 0.511
O -1.58 -0.55 -4.17 -0.347
O -2.03 0.74 -2.18 -0.358
N -2.62 -1.78 -2.33 -0.333
S -3.17 -1.74 -0.82 0.520
O -3.42 -3.11 -0.40 -0.355
O -2.34 -1.01 0.12 -0.351
C -4.79 -0.98 -0.99 -0.177
C -5.07 0.21 -0.05 -0.700
N -6.30 0.86 -0.63 0.048
N -4.00 1.20 0.01 0.077
N -5.39 -0.24 1.30 0.083
H 1.76 -2.64 3.62 0.069
H 0.38 -1.73 3.00 0.069
H 0.13 -3.29 3.78 0.070
H -0.47 -1.60 5.43 0.101
H 1.12 -2.19 5.90 0.094
H 1.53 0.04 6.06 0.097
H 2.09 -0.31 4.42 0.102
H -0.72 0.37 4.26 0.112
H 0.05 1.57 5.32 0.106
H 1.79 1.91 3.55 0.105
H 0.89 0.78 2.51 0.104
H -1.02 2.70 3.35 0.104
H 0.40 3.67 3.01 0.102
H -1.50 2.30 1.23 0.096
H 0.12 1.88 0.78 0.087
H -0.92 4.01 -0.31 0.105
H -0.92 4.70 1.28 0.102
H 1.16 5.09 -0.50 0.101
H 1.28 5.25 1.25 0.105
H 2.30 3.00 1.37 0.096
H 1.91 2.71 -0.33 0.099
H 3.40 4.87 -0.70 0.102
H 4.06 4.37 0.91 0.110
H 5.37 3.51 -0.88 0.101
H 3.96 2.85 -1.71 0.103
H 4.10 1.61 0.92 0.102
H 5.70 1.61 0.23 0.097
H 4.66 0.85 -1.95 0.092
H 5.04 -0.32 -0.73 0.100
H 2.90 -1.06 -0.72 0.107
H 2.25 0.50 -0.34 0.093
H 2.57 -0.89 -2.99 0.113
H 2.88 0.84 -3.00 0.097
H 0.57 0.54 -3.57 0.105
H 0.62 1.24 -1.98 0.103
H -0.08 -0.92 -1.00 0.090
H 0.36 -1.77 -2.53 0.098
H -5.52 -1.75 -0.77 0.098
H -4.94 -0.71 -2.03 0.093
H -6.29 1.80 -0.22 0.063
H -6.10 1.04 -1.61 0.059
H -3.52 1.29 -0.88 0.042
H -3.34 0.96 0.73 0.048
H -5.16 0.53 1.93 0.067
H -6.40 -0.30 1.33 0.068
C -1.22 -4.36 -3.74 0.022
C -1.15 -4.81 -2.49 0.033
C -0.34 -6.02 -2.16 -0.383
O -0.27 -6.46 -1.03 0.096
C 0.39 -6.68 -3.27 0.006
C 0.32 -6.22 -4.51 0.006
C -0.50 -5.03 -4.85 -0.385
O -0.57 -4.63 -5.99 0.095
H -1.82 -3.49 -4.00 0.101
H -1.68 -4.34 -1.67 0.098
H 0.98 -7.55 -3.00 0.114
H 0.84 -6.70 -5.34 0.114
```

Output
orbital gap = 7.47 eV
total charge = -1
highest occupied orbital energy = -6.351 eV
energy = -67673.819 eV
multiplicity = 1

***

DFT (the ωB97M-V functional and the def2-TZVPD basis) results for a gas-phase ion, C26H50BrFN3OS2 (charge +1).

XYZ file:
```
84
Properties=species:S:1:pos:R:3:lowdin_charge:R:1
C 3.92 -4.28 3.32 -0.097
C 4.31 -3.42 2.10 -0.249
C 3.14 -3.33 1.11 -0.199
C 3.60 -2.71 -0.22 -0.196
N 2.56 -1.84 -0.80 -0.227
C 1.49 -2.60 -1.49 -0.191
C 0.17 -2.48 -0.70 -0.162
C -0.74 -1.40 -1.32 -0.208
C -1.38 -0.46 -0.28 -0.173
C -2.82 -0.73 0.17 -0.662
Br -3.44 -2.54 -0.21 0.924
C -3.89 0.22 -0.41 -0.310
C -3.96 0.31 -1.93 -0.123
C -2.81 0.94 -2.71 -0.148
N -2.46 2.34 -2.32 -0.084
C -3.17 3.35 -3.15 -0.224
C -4.52 3.77 -2.60 -0.077
C -1.03 2.49 -2.65 -0.434
C -0.05 2.75 -1.53 0.013
O -0.63 2.40 -3.81 0.112
C -3.94 1.59 0.27 -0.068
N -2.72 1.89 1.07 0.090
C -2.40 0.85 2.10 -0.065
C -2.87 -0.56 1.72 -0.310
C -2.14 -1.67 2.51 -0.180
C -1.35 -1.22 3.74 -0.163
C -2.24 -0.66 4.85 -0.177
F -1.72 0.57 5.27 -0.067
C 3.18 -0.88 -1.63 -1.104
S 3.81 -1.15 -3.10 0.755
S 3.23 0.76 -0.93 0.872
C 4.95 1.25 -1.12 -0.519
C 5.16 2.68 -0.64 -0.329
C 6.64 2.96 -0.36 -0.105
H 4.40 -5.25 3.24 0.070
H 2.84 -4.44 3.32 0.061
H 4.20 -3.81 4.26 0.066
H 5.15 -3.86 1.57 0.106
H 4.53 -2.40 2.41 0.105
H 2.68 -4.30 0.95 0.114
H 2.43 -2.62 1.52 0.104
H 3.88 -3.49 -0.94 0.123
H 4.50 -2.13 -0.04 0.114
H 1.38 -2.26 -2.51 0.093
H 1.77 -3.65 -1.51 0.119
H 0.47 -2.17 0.30 0.090
H -0.32 -3.45 -0.67 0.106
H -1.46 -1.82 -2.01 0.092
H -0.08 -0.77 -1.92 0.105
H -1.28 0.56 -0.66 0.078
H -0.73 -0.50 0.60 0.111
H -4.84 -0.23 -0.11 0.122
H -4.15 -0.69 -2.33 0.107
H -4.87 0.87 -2.16 0.113
H -3.10 0.94 -3.76 0.133
H -1.90 0.35 -2.68 0.095
H -3.27 3.03 -4.19 0.125
H -2.55 4.24 -3.17 0.124
H -4.45 4.05 -1.55 0.064
H -5.30 3.04 -2.76 0.071
H -4.81 4.67 -3.13 0.083
H 0.66 1.92 -1.49 0.043
H -0.49 2.87 -0.54 0.057
H 0.53 3.63 -1.79 0.102
H -4.11 2.39 -0.44 0.094
H -4.77 1.63 0.97 0.147
H -2.87 2.77 1.55 0.189
H -1.95 2.06 0.43 0.124
H -1.32 0.85 2.19 0.129
H -2.82 1.17 3.05 0.132
H -3.93 -0.63 1.97 0.139
H -2.90 -2.37 2.84 0.117
H -1.50 -2.25 1.85 0.091
H -0.85 -2.10 4.13 0.119
H -0.56 -0.52 3.49 0.111
H -2.23 -1.31 5.72 0.124
H -3.25 -0.46 4.52 0.114
H 5.64 0.58 -0.60 0.086
H 5.21 1.20 -2.18 0.061
H 4.58 2.91 0.25 0.093
H 4.84 3.36 -1.42 0.103
H 6.90 3.98 -0.62 0.072
H 7.29 2.32 -0.95 0.075
H 6.90 2.82 0.68 0.074
```

Output
orbital gap = 7.62 eV
total charge = +1
highest occupied orbital energy = -10.443 eV
energy = -128713.976 eV
multiplicity = 1

***

DFT (the ωB97M-V functional and the def2-TZVPD basis) results for 11 unconnected molecules or ions with the total composition C26H50Cl18N2.

XYZ file:
```
96
Properties=species:S:1:pos:R:3:lowdin_charge:R:1
C 9.07 30.89 -30.89 -0.107
C 8.85 29.38 -30.95 -0.244
C 8.90 28.80 -32.41 -0.189
C 7.90 29.43 -33.25 -0.242
N 7.09 29.88 -33.95 0.139
H 8.30 31.41 -31.47 0.067
H 10.02 31.15 -31.37 0.076
H 9.06 31.20 -29.85 0.072
H 7.88 29.13 -30.54 0.104
H 9.57 28.88 -30.29 0.099
H 8.79 27.72 -32.49 0.112
H 9.90 28.74 -32.85 0.117
C 7.88 23.75 -26.57 -0.147
C 8.14 25.19 -26.63 -0.258
C 9.62 25.63 -26.22 -0.141
C 9.87 25.53 -24.75 -0.247
N 10.03 25.48 -23.62 0.132
H 7.07 23.46 -27.24 0.080
H 7.63 23.42 -25.56 0.079
H 8.75 23.13 -26.77 0.078
H 7.38 25.65 -26.00 0.110
H 7.82 25.45 -27.64 0.102
H 9.86 26.68 -26.40 0.107
H 10.36 24.91 -26.58 0.107
Cl 6.51 37.79 -34.45 0.535
C 5.88 36.35 -35.28 -0.639
C 5.43 35.39 -34.19 -0.677
Cl 3.98 35.93 -33.27 0.521
H 6.71 36.00 -35.90 0.066
H 5.10 36.61 -36.00 0.071
H 6.26 35.23 -33.50 0.062
H 5.08 34.41 -34.51 0.060
Cl 15.51 25.72 -38.68 0.562
C 14.17 24.69 -38.98 -0.691
C 12.79 25.48 -38.75 -0.619
Cl 12.84 26.37 -37.20 0.500
H 14.23 23.84 -38.30 0.063
H 14.28 24.24 -39.96 0.064
H 11.97 24.76 -38.76 0.060
H 12.38 26.14 -39.51 0.061
Cl 12.92 37.94 -29.01 0.549
C 14.11 37.19 -30.06 -0.702
C 13.79 37.05 -31.59 -0.630
Cl 12.36 36.00 -31.74 0.520
H 14.35 36.20 -29.70 0.060
H 15.07 37.71 -30.03 0.067
H 14.57 36.63 -32.22 0.068
H 13.61 38.02 -32.06 0.067
Cl 8.48 30.71 -39.89 0.568
C 9.50 32.08 -39.47 -0.715
C 9.80 32.05 -37.98 -0.636
Cl 10.86 33.49 -37.66 0.509
H 8.91 32.97 -39.66 0.067
H 10.48 32.03 -39.93 0.070
H 10.47 31.23 -37.71 0.063
H 8.93 32.12 -37.33 0.072
Cl 13.89 34.16 -21.89 0.547
C 13.78 33.39 -23.48 -0.663
C 12.80 34.24 -24.32 -0.620
Cl 12.53 33.43 -25.95 0.478
H 13.34 32.40 -23.35 0.064
H 14.80 33.28 -23.87 0.070
H 13.23 35.23 -24.46 0.065
H 11.82 34.29 -23.84 0.062
Cl 4.73 37.36 -27.60 0.512
C 6.33 36.52 -27.66 -0.653
C 6.36 35.24 -26.90 -0.716
Cl 5.33 33.98 -27.56 0.565
H 7.03 37.26 -27.28 0.073
H 6.56 36.19 -28.68 0.069
H 6.21 35.44 -25.84 0.076
H 7.40 34.91 -26.95 0.073
Cl 6.96 23.10 -37.73 0.555
C 5.75 23.30 -36.50 -0.685
C 6.03 22.47 -35.20 -0.642
Cl 7.63 22.74 -34.44 0.514
H 4.78 23.02 -36.92 0.068
H 5.74 24.37 -36.28 0.063
H 5.90 21.40 -35.36 0.064
H 5.26 22.73 -34.47 0.063
Cl 0.48 30.03 -31.62 0.510
C 1.50 28.67 -30.99 -0.633
C 2.24 27.87 -32.12 -0.695
Cl 3.34 26.70 -31.45 0.563
H 0.89 28.00 -30.39 0.064
H 2.20 29.13 -30.29 0.057
H 2.69 28.48 -32.91 0.071
H 1.48 27.31 -32.66 0.060
Cl 14.66 27.86 -30.73 0.551
C 15.07 27.74 -29.02 -0.681
C 14.45 28.94 -28.26 -0.679
Cl 14.79 28.80 -26.53 0.551
H 16.16 27.78 -28.99 0.063
H 14.74 26.74 -28.74 0.065
H 13.37 28.86 -28.43 0.057
H 14.74 29.90 -28.68 0.072
```

Output
energy relative to the best compared isomer or geometry (same formula, charge and spin) = 50.1 kcal per mole
orbital gap = 10.38 eV
highest occupied orbital energy = -10.513 eV
energy = -256155.941 eV
multiplicity = 1